Entry 1:
27
Properties=species:S:1:pos:R:3:lowdin_charge:R:1 method="wB97M-V/def2-TZVPD" smiles="C/C(CC(C)C)=N/N(C)C=O" relative_energy_kj_mol=258.6 e_tot_ha=-499.08746 gap_ev=9.51 spin_multiplicity=1 charge=0
C 0.731 -0.488 -1.285 -0.283
C -0.189 0.708 -1.231 -0.123
C 2.744 1.088 0.422 -0.308
C 0.333 -1.347 -2.470 -0.027
C -0.860 0.599 1.264 -0.071
C -2.433 1.426 -0.331 -0.104
C 2.856 -1.128 1.488 -0.034
C -1.286 0.435 -0.194 -0.424
N 1.729 -0.842 -0.549 0.125
N 2.360 -0.201 0.498 -0.170
O 2.302 1.896 -0.376 0.006
H 0.365 1.585 -0.759 0.126
H 3.579 1.293 1.073 0.131
H 0.819 -2.305 -2.607 0.075
H 0.423 -0.834 -3.415 0.080
H -0.731 -1.525 -2.251 0.083
H -1.568 0.282 1.921 0.046
H -0.536 1.578 1.473 0.071
H 0.062 -0.002 1.461 0.080
H -2.388 2.260 0.410 0.075
H -3.414 0.935 0.103 0.106
H -2.644 1.723 -1.436 0.104
H 3.873 -1.455 1.363 0.088
H 2.686 -0.777 2.460 0.071
H 2.194 -1.930 1.388 0.068
H -1.735 -0.590 -0.319 0.141
H -0.504 0.930 -2.147 0.064

***

Entry 2:
29
Properties=species:S:1:pos:R:3:lowdin_charge:R:1 method="wB97M-V/def2-TZVPD" smiles="COCCNC(=S)N1CCOCC1" relative_energy_kj_mol=268.8 e_tot_ha=-972.55815 gap_ev=8.92 spin_multiplicity=1 charge=0
C 3.668 -1.499 1.128 -0.110
C 3.085 0.438 -0.047 -0.226
C 2.180 0.882 -1.130 -0.218
C -0.138 1.153 -0.297 -0.799
C -1.654 -0.720 -0.866 -0.142
C -3.131 -0.858 -0.978 -0.243
C -3.242 -0.078 1.264 -0.117
C -2.407 1.072 0.613 -0.179
H 3.210 -1.044 2.027 0.096
H 3.648 -2.599 1.206 0.093
H 4.699 -1.213 1.061 0.073
H 4.140 0.786 -0.062 0.139
H 2.678 0.938 0.845 0.110
H 2.588 0.484 -2.022 0.108
H 2.126 1.956 -1.213 0.079
H 0.803 -0.569 -0.821 0.111
H -1.162 -0.654 -1.862 0.142
H -1.250 -1.550 -0.252 0.141
H -3.481 -1.719 -1.536 0.132
H -3.446 0.034 -1.553 0.133
H -4.083 0.375 1.774 0.121
H -2.542 -0.645 1.885 0.125
H -1.926 1.659 1.363 0.062
H -3.111 1.720 0.114 0.125
N 0.780 0.415 -1.036 0.009
N -1.322 0.485 -0.133 -0.127
O 2.965 -0.998 0.005 -0.195
O -3.815 -0.911 0.216 -0.125
S 0.143 2.658 0.308 0.684

***

Entry 3:
29
Properties=species:S:1:pos:R:3:lowdin_charge:R:1 method="wB97M-V/def2-TZVPD" smiles="CC(C)[C@H](N)C(=O)N[C@@H](C)C(=O)O" relative_energy_kj_mol=309.4 e_tot_ha=-649.60107 gap_ev=9.42 spin_multiplicity=1 charge=0
C 0.721 -0.347 0.325 -0.320
C 0.057 -0.858 -0.984 -0.359
C 1.605 0.865 -0.140 -0.309
C 2.399 1.404 1.086 -0.093
C 2.661 0.668 -1.372 -0.057
C -2.385 -0.684 -0.270 -0.297
C -2.476 0.833 -0.546 -0.472
C -2.436 -0.970 1.193 -0.017
H 0.795 -1.887 1.640 0.062
H 2.013 -2.014 0.597 0.099
H -0.124 0.038 0.888 0.117
H 0.988 1.600 -0.559 0.090
H 3.150 0.551 1.392 0.100
H 3.078 2.243 0.753 0.078
H 1.856 1.648 1.989 0.056
H 2.210 0.695 -2.356 0.059
H 3.003 -0.330 -1.239 0.046
H 3.560 1.279 -1.422 0.066
H -1.423 -2.065 -1.657 0.153
H -3.366 -0.783 -0.809 0.163
H -3.262 -1.497 1.241 0.027
H -1.426 -1.466 1.453 0.112
H -2.585 -0.119 1.882 0.111
H -3.981 2.141 -0.319 0.163
N 1.402 -1.352 1.059 0.088
N -1.278 -1.346 -0.933 0.098
O 0.810 -1.079 -1.945 0.038
O -1.720 1.705 -0.568 0.179
O -3.847 1.126 -0.378 0.020

***

Entry 4:
28
Properties=species:S:1:pos:R:3:lowdin_charge:R:1 method="wB97M-V/def2-TZVPD" relative_energy_kj_mol=530.2 e_tot_ha=-840.00442 gap_ev="8.07 / 5.64" spin_multiplicity=1 charge=+1
C -1.732 -1.992 -0.635 -0.328
C -0.248 0.733 -0.119 -0.156
C 1.838 -0.298 0.365 -0.475
C 2.576 -0.477 1.591 0.000
C -3.235 -0.488 0.419 -0.080
C -0.421 3.155 -0.371 -0.048
C 3.718 -0.390 -1.004 -0.062
C -2.860 -1.163 -0.957 -0.293
N 0.817 0.528 0.423 0.129
N -0.832 1.824 -0.648 -0.017
O 2.349 -0.120 -0.866 -0.071
P -0.222 -2.135 -0.075 0.991
H 3.131 -1.405 1.508 0.097
H 1.801 -0.681 2.285 0.094
H 3.354 0.194 1.863 0.108
H -3.125 -1.186 1.257 0.077
H -4.178 0.054 0.429 0.079
H -2.261 0.118 0.577 0.055
H 0.636 3.244 -0.161 0.101
H -0.970 3.425 0.474 0.079
H -0.638 3.813 -1.170 0.088
H 4.260 0.495 -0.677 0.096
H 3.702 -0.342 -2.160 0.138
H 4.163 -1.337 -0.535 0.129
H -3.547 -1.771 -1.500 0.108
H -2.375 -0.343 -1.540 0.101
H -1.736 1.574 -1.160 0.167
H -0.510 -3.401 0.295 -0.106

***

Entry 5:
30
Properties=species:S:1:pos:R:3:lowdin_charge:R:1 method="wB97M-V/def2-TZVPD" relative_energy_kj_mol=128.7 e_tot_ha=-683.24101 gap_ev=7.94 spin_multiplicity=1 charge=+2
C -0.369 -1.033 1.497 -0.431
C 0.888 1.041 -1.395 -0.192
C -0.676 -0.575 -0.821 -0.129
C -1.066 0.830 -0.372 0.171
C -0.834 -2.919 -0.090 0.020
C 1.417 -1.375 -1.839 0.021
C -0.105 0.893 2.948 -0.039
C -0.281 3.192 -0.890 0.024
N -0.687 -1.516 0.289 -0.013
N 0.639 -0.258 -1.480 0.040
N -0.151 0.197 1.694 0.060
N -0.195 1.764 -0.864 -0.032
O -0.038 -1.966 2.399 0.177
O 1.994 1.528 -1.983 0.265
H -1.418 -0.914 -1.581 0.208
H -2.063 1.305 -0.042 0.208
H -0.052 -3.296 -0.668 0.062
H -0.882 -3.367 0.882 0.101
H -1.809 -3.268 -0.505 0.137
H 1.866 -1.307 -2.839 0.131
H 2.321 -1.539 -1.186 0.149
H 0.890 -2.325 -1.689 0.085
H -1.039 1.537 2.946 0.127
H 0.855 1.446 2.930 0.108
H 0.026 0.275 3.799 0.075
H -1.154 3.680 -0.280 0.168
H -0.348 3.564 -1.918 0.128
H 0.603 3.551 -0.367 0.114
H -0.273 -1.605 3.258 0.132
H 1.943 2.458 -1.832 0.124

***

Entry 6:
27
Properties=species:S:1:pos:R:3:lowdin_charge:R:1 method="wB97M-V/def2-TZVPD" relative_energy_kj_mol=344.2 e_tot_ha=-519.26937 gap_ev=11.26 spin_multiplicity=1 charge=+1
C 2.838 -0.134 0.136 -0.384
C -0.830 0.566 1.336 -0.068
C -1.901 0.137 0.342 -0.329
C -0.892 -0.622 -0.506 -0.340
C 0.160 -0.379 0.551 -0.044
C 3.981 0.523 -0.381 0.049
C -2.851 1.221 -0.353 -0.032
C -1.256 -2.106 -0.541 -0.076
N 1.666 0.380 0.011 0.046
O 2.886 -1.309 0.698 0.185
O 1.387 1.676 -0.351 0.090
H -0.620 1.633 1.233 0.109
H -0.779 0.310 2.498 0.166
H -2.624 -0.674 0.816 0.173
H -0.729 -0.349 -1.581 0.167
H 0.574 -1.199 1.089 0.119
H 4.634 -0.371 -0.582 0.129
H 3.814 1.102 -1.360 0.152
H 4.473 1.201 0.238 0.094
H -3.343 0.704 -1.265 0.108
H -2.469 2.195 -0.521 0.050
H -3.786 1.258 0.247 0.078
H -1.405 -2.541 0.469 0.090
H -0.434 -2.665 -1.084 0.098
H -2.273 -2.291 -1.102 0.129
H 3.722 -1.754 0.752 0.145
H 0.668 1.692 -0.936 0.097

***

Entry 7:
28
Properties=species:S:1:pos:R:3:lowdin_charge:R:1 method="wB97M-V/def2-TZVPD" relative_energy_kj_mol=313.2 e_tot_ha=-594.51967 gap_ev=8.83 spin_multiplicity=1 charge=+1
C -1.029 0.402 -0.017 -0.134
C 0.978 -0.282 1.182 -0.152
C -0.025 1.218 -0.915 -0.045
C 1.548 -1.079 0.014 -0.035
C 2.063 0.211 -1.895 -0.447
C -2.401 -0.561 2.827 -0.067
C 2.661 1.141 -4.074 0.080
C -1.250 -1.128 1.917 -0.236
N -0.509 -0.058 1.263 -0.186
O 0.798 0.702 -2.045 0.065
O 2.498 -0.276 -0.812 0.152
O 2.750 0.180 -2.927 0.125
H -1.901 1.061 0.142 0.144
H -1.354 -0.452 -0.556 0.103
H 1.212 -0.932 2.130 0.153
H 1.534 0.613 1.472 0.128
H -0.586 1.953 -1.574 0.164
H 0.575 1.822 -0.375 0.093
H 2.069 -1.990 0.415 0.163
H 0.623 -1.281 -0.566 0.139
H -2.122 0.419 3.072 0.047
H -3.323 -0.475 2.408 0.021
H -2.477 -1.176 3.850 0.129
H 3.062 2.023 -3.544 0.119
H 1.729 1.302 -4.649 0.116
H 3.375 0.908 -4.905 0.121
H -1.725 -1.851 1.126 0.142
H -0.691 -1.702 2.650 0.100

***

Entry 8:
30
Properties=species:S:1:pos:R:3:lowdin_charge:R:1 method="wB97M-V/def2-TZVPD" relative_energy_kj_mol=460.0 e_tot_ha=-1067.74924 gap_ev="7.92 / 7.47" spin_multiplicity=3 charge=+1 s_squared=2.012
C -0.817 -0.849 -0.653 -0.033
C -1.700 -1.418 0.548 -0.483
C -0.478 1.495 -1.192 -0.718
C -2.661 -2.612 0.233 -0.014
C 2.232 0.503 -0.837 -0.026
C 1.553 1.945 1.157 -0.002
C 1.407 -0.668 1.274 -0.028
C 1.304 0.573 0.368 -0.469
N -0.258 0.484 -0.135 -0.235
O -2.474 -0.389 1.055 -0.273
O -0.459 2.811 -0.839 0.099
O -1.682 2.150 -1.142 0.095
O -0.055 1.146 -2.401 0.174
S -1.265 1.058 1.272 1.228
H -0.134 -1.573 -0.993 0.124
H -1.661 -0.702 -1.373 0.163
H -0.993 -1.746 1.326 0.118
H -3.270 -2.683 -0.634 0.062
H -3.313 -2.834 1.104 0.096
H -1.897 -3.528 0.145 0.132
H 2.172 -0.280 -1.635 0.121
H 2.086 1.364 -1.424 0.070
H 3.224 0.296 -0.499 0.096
H 0.919 1.861 2.002 0.027
H 1.381 2.735 0.432 0.087
H 2.615 1.790 1.400 0.115
H 2.547 -0.810 1.366 0.135
H 0.927 -0.389 2.316 0.135
H 1.044 -1.529 0.800 0.050
H -0.293 1.800 -3.044 0.154